Density functional theory data (ωB97M-V with the def2-TZVPD basis set) for C4H8N2 in the gas phase.

Highest occupied orbital energy (spin up / spin down) in eV: -6.807 / -6.580
Multiplicity: 1
Energy relative to the best compared isomer or geometry (same formula, charge and spin) in eV: 5.3281

Last columns: bonded neighbours and bond lengths (Å).
Geometry (Å):
1 C -1.058 -1.052 1.038  N6 1.773, H7 1.095, H8 1.091, H9 1.091
2 C -0.579 0.009 -1.044  N3 1.347, H10 1.087, H11 1.084
3 N 0.147 1.109 -0.766  C2 1.347, C4 1.441, H12 1.015
4 C 1.509 0.922 -0.335  N3 1.441, C5 1.522, H13 1.091, H14 1.095
5 C 1.537 -0.156 0.739  C4 1.522, N6 1.214
6 N 0.712 -0.968 1.105  C1 1.773, C5 1.214
7 H -1.719 -0.180 1.041  C1 1.095
8 H -1.056 -1.453 2.053  C1 1.091
9 H -1.441 -1.831 0.376  C1 1.091
10 H -0.090 -0.756 -1.644  C2 1.087
11 H -1.647 0.147 -1.163  C2 1.084
12 H -0.361 1.806 -0.231  N3 1.015
13 H 1.938 1.867 0.000  C4 1.091
14 H 2.107 0.536 -1.167  C4 1.095

Density functional theory data (ωB97M-V with the def2-TZVPD basis set) for 2 unconnected molecules or ions with the total composition C4H8N2 in a non-equilibrium geometry.

Highest occupied orbital energy in eV: -8.763
SMILES string: C=C(C)N.C#N
Multiplicity: 1
Energy relative to the best compared isomer or geometry (same formula, charge and spin) in eV: 1.0167

Last columns: bonded neighbours and bond lengths (Å).
Geometry (Å):
1 C 1.091 -0.582 -0.981  C2 1.344, H5 1.088, H6 1.084
2 C -0.150 -0.467 -0.478  C1 1.344, C3 1.504, N4 1.388
3 C -0.655 -1.335 0.642  C2 1.504, H7 1.095, H8 1.098, H9 1.092
4 N -1.086 0.445 -0.945  C2 1.388, H10 1.011, H11 1.011
5 H 1.429 0.035 -1.811  C1 1.088
6 H 1.760 -1.359 -0.628  C1 1.084
7 H -1.474 -1.971 0.288  C3 1.095
8 H -1.044 -0.720 1.464  C3 1.098
9 H 0.139 -1.972 1.037  C3 1.092
10 H -1.754 0.779 -0.265  N4 1.011
11 H -0.730 1.189 -1.530  N4 1.011
12 C 0.813 2.006 1.141  N13 1.154, H14 1.081
13 N 0.261 2.770 1.806  C12 1.154
14 H 1.278 1.255 0.516  C12 1.081

Density functional theory data (ωB97M-V with the def2-TZVPD basis set) for C4H8N2 in the gas phase.

Highest occupied orbital energy in eV: -9.254
SMILES string: C1N[C@H]1[C@H]1CN1
Multiplicity: 1
Energy relative to the best compared isomer or geometry (same formula, charge and spin) in eV: 2.1305

Last columns: bonded neighbours and bond lengths (Å).
Geometry (Å):
1 C 1.897 0.019 -0.116  N2 1.459, C3 1.480, H7 1.087, H8 1.090
2 N 1.293 -1.205 0.398  C1 1.459, C3 1.451, H9 1.019
3 C 0.635 -0.504 -0.689  C1 1.480, N2 1.451, C4 1.502, H10 1.088
4 C -0.574 0.348 -0.430  C3 1.502, C5 1.484, N6 1.456, H11 1.091
5 C -1.869 -0.105 0.137  C4 1.484, N6 1.461, H12 1.088, H13 1.089
6 N -0.888 0.585 0.971  C4 1.456, C5 1.461, H14 1.014
7 H 2.846 -0.084 -0.636  C1 1.087
8 H 1.795 0.921 0.485  C1 1.090
9 H 0.804 -0.997 1.268  N2 1.019
10 H 0.653 -1.030 -1.641  C3 1.088
11 H -0.642 1.200 -1.107  C4 1.091
12 H -2.050 -1.147 0.392  C5 1.088
13 H -2.753 0.449 -0.175  C5 1.089
14 H -1.147 1.550 1.143  N6 1.014

Density functional theory data (ωB97M-V with the def2-TZVPD basis set) for C4H8N2 in the gas phase in a non-equilibrium geometry.

Highest occupied orbital energy in eV: -9.486
SMILES string: CN(C)CC#N
Multiplicity: 1
Energy relative to the best compared isomer or geometry (same formula, charge and spin) in eV: 1.0028

Last columns: bonded neighbours and bond lengths (Å).
Geometry (Å):
1 C 1.337 -0.247 -0.826  N2 1.464, H7 1.112, H8 1.074, H9 1.125
2 N -0.071 -0.118 -0.449  C1 1.464, C3 1.454, C4 1.419
3 C -0.391 -1.257 0.397  N2 1.454, H10 1.094, H11 1.125, H12 1.074
4 C -0.282 1.127 0.198  N2 1.419, C5 1.477, H13 1.101, H14 1.082
5 C -1.727 1.400 0.340  C4 1.477, N6 1.152
6 N -2.841 1.600 0.552  C5 1.152
7 H 1.457 -1.171 -1.433  C1 1.112
8 H 1.502 0.568 -1.505  C1 1.074
9 H 2.046 -0.281 0.047  C1 1.125
10 H -1.468 -1.262 0.586  C3 1.094
11 H 0.121 -1.166 1.394  C3 1.125
12 H -0.097 -2.166 -0.092  C3 1.074
13 H 0.186 1.106 1.195  C4 1.101
14 H 0.227 1.868 -0.403  C4 1.082